{"formula": "C13H18F5I2OP2PrS", "method": "ωB97M-V/def2-TZVPD", "charge": 2, "s_squared": 2.01, "homo_ev": [-13.580, -13.579], "total_energy_ha": -3273.2995, "lumo_ev": [-8.26, -8.14], "spin_multiplicity": 3, "species": ["I", "I", "Pr", "P", "C", "C", "H", "H", "H", "H", "H", "H", "C", "H", "H", "H", "P", "C", "C", "H", "H", "H", "C", "H", "H", "H", "H", "H", "H", "C", "O", "F", "C", "C", "F", "C", "F", "C", "S", "C", "F", "C", "F"], "positions_angstrom": [[4.03906, 0.10417, -5.09866], [4.40992, -2.43491, -4.27863], [-0.23096, 0.06666, 0.25792], [1.79042, 0.77308, 1.60998], [3.36676, 0.78275, 0.89335], [1.34421, 2.39739, 2.14720], [2.08695, 2.65651, 2.90359], [2.46620, 0.11498, 3.71057], [0.33304, 2.43110, 2.58104], [0.74716, -0.36084, 3.46392], [3.42134, 1.45688, 0.02571], [1.38625, 3.12095, 1.31785], [1.75489, -0.30676, 3.00693], [4.03456, 1.13170, 1.67919], [2.04925, -1.33005, 2.72991], [3.67169, -0.22053, 0.55847], [-1.97547, -0.73243, -1.39952], [-1.51892, -1.17410, -3.01090], [-2.73476, -2.10005, -0.57769], [-3.41087, 0.93410, -0.41459], [-3.99358, 0.22631, -1.96106], [-2.71142, 1.48173, -1.96150], [-3.12389, 0.61144, -1.42796], [-3.00128, -1.85546, 0.47063], [-3.62789, -2.31753, -1.15448], [-2.44678, -1.46540, -3.49946], [-0.80795, -2.01422, -3.02059], [-2.06777, -2.97479, -0.55682], [-1.05494, -0.33586, -3.55179], [1.29538, -0.28006, -1.48016], [2.08642, -0.44470, -2.38644], [-3.96709, 3.17489, 5.08364], [-3.34579, 2.19152, 4.41244], [-3.20306, 0.92035, 5.00088], [-3.69282, 0.69899, 6.23610], [-2.56704, -0.08824, 4.30817], [-2.43190, -1.31196, 4.87429], [-2.02748, 0.08248, 2.98625], [-1.27487, -1.21566, 2.20377], [-2.21956, 1.39159, 2.49163], [-1.68783, 1.66174, 1.14528], [-2.83704, 2.42417, 3.12311], [-2.97405, 3.64409, 2.56411]]}

=====

{"formula": "C19H31N2O3", "method": "ωB97M-V/def2-TZVPD", "charge": 1, "homo_ev": -11.382, "total_energy_ha": -1077.5618, "lumo_ev": -2.34, "de_lowest_kcal_mol": 25.7, "species": ["N", "C", "C", "O", "C", "O", "O", "C", "C", "C", "C", "C", "C", "C", "H", "H", "H", "H", "H", "H", "H", "H", "H", "H", "H", "C", "C", "C", "N", "C", "C", "C", "C", "C", "C", "H", "H", "H", "H", "H", "H", "H", "H", "H", "H", "H", "H", "H", "H", "H", "H", "H", "H", "H", "H"], "positions_angstrom": [[-1.89726, -4.09626, -4.69425], [-2.30633, -4.38092, -3.53778], [-1.36078, -4.51197, -2.37755], [-0.47419, -3.39006, -2.23059], [-1.05948, -2.20700, -2.37982], [-2.13085, -1.91685, -1.94375], [-0.27392, -1.35636, -3.06258], [0.04224, -0.16494, -2.33207], [0.55202, 0.85681, -3.29943], [1.91358, 1.02194, -3.52192], [2.35510, 1.95236, -4.45767], [1.44079, 2.71427, -5.17594], [0.07909, 2.54995, -4.93320], [-0.37711, 1.62682, -4.00205], [-2.67633, -4.06289, -5.34642], [-3.35848, -4.57334, -3.33277], [-1.92505, -4.67687, -1.46375], [-0.72212, -5.37162, -2.54687], [-0.83664, 0.20759, -1.80780], [0.79571, -0.39336, -1.57294], [2.64516, 0.43665, -2.98552], [3.41101, 2.06831, -4.65092], [1.76449, 3.42543, -5.91826], [-0.64160, 3.13001, -5.49048], [-1.43360, 1.50177, -3.82556], [-1.51418, -2.09030, 1.78435], [-0.40741, -1.92045, 2.83199], [-0.44632, -0.62676, 3.64033], [0.19394, 0.61744, 3.02644], [1.61284, 0.72973, 3.53371], [2.28170, 2.03987, 3.15503], [1.45530, 3.24732, 3.58866], [0.01135, 3.13602, 3.10765], [-0.60236, 1.80908, 3.51247], [0.17712, 0.57648, 1.54095], [-1.31796, -1.55597, 0.85638], [-1.61333, -3.14089, 1.51707], [-2.47729, -1.75628, 2.17324], [0.57732, -2.08712, 2.38984], [-0.53702, -2.71819, 3.56550], [0.07744, -0.78200, 4.58137], [-1.47582, -0.36963, 3.88414], [1.55864, 0.64650, 4.61866], [2.15643, -0.12908, 3.14082], [3.25754, 2.07130, 3.64036], [2.48572, 2.07829, 2.08269], [1.90628, 4.16196, 3.20656], [1.46881, 3.32422, 4.68013], [-0.04294, 3.27626, 2.02637], [-0.58785, 3.93589, 3.54319], [-1.60755, 1.69742, 3.10887], [-0.64352, 1.72323, 4.59898], [-0.85694, 0.56586, 1.21060], [0.71404, -0.30372, 1.20322], [0.67060, 1.45402, 1.14032]]}

=====

{"formula": "C3H3BrO", "method": "ωB97M-V/def2-TZVPD", "homo_ev": [-9.788, -8.758], "total_energy_ha": -2765.1504, "lumo_ev": [-0.09, -2.44], "de_lowest_kcal_mol": 114.2, "species": ["C", "C", "C", "O", "Br", "H", "H", "H"], "positions_angstrom": [[-0.73393, -1.68526, 1.21381], [-0.69379, -0.49468, 0.92873], [1.07029, 1.09041, -1.19381], [-0.37946, -2.71622, 1.60351], [-2.08386, 0.65168, 0.69552], [1.88381, 0.66356, -0.69384], [0.52480, 1.81062, -0.50791], [0.41214, 0.67987, -2.04601]]}

=====

Please write out number 2 again, unchanged.
{"formula": "C19H31N2O3", "method": "ωB97M-V/def2-TZVPD", "charge": 1, "homo_ev": -11.382, "total_energy_ha": -1077.5618, "lumo_ev": -2.34, "de_lowest_kcal_mol": 25.7, "species": ["N", "C", "C", "O", "C", "O", "O", "C", "C", "C", "C", "C", "C", "C", "H", "H", "H", "H", "H", "H", "H", "H", "H", "H", "H", "C", "C", "C", "N", "C", "C", "C", "C", "C", "C", "H", "H", "H", "H", "H", "H", "H", "H", "H", "H", "H", "H", "H", "H", "H", "H", "H", "H", "H", "H"], "positions_angstrom": [[-1.89726, -4.09626, -4.69425], [-2.30633, -4.38092, -3.53778], [-1.36078, -4.51197, -2.37755], [-0.47419, -3.39006, -2.23059], [-1.05948, -2.20700, -2.37982], [-2.13085, -1.91685, -1.94375], [-0.27392, -1.35636, -3.06258], [0.04224, -0.16494, -2.33207], [0.55202, 0.85681, -3.29943], [1.91358, 1.02194, -3.52192], [2.35510, 1.95236, -4.45767], [1.44079, 2.71427, -5.17594], [0.07909, 2.54995, -4.93320], [-0.37711, 1.62682, -4.00205], [-2.67633, -4.06289, -5.34642], [-3.35848, -4.57334, -3.33277], [-1.92505, -4.67687, -1.46375], [-0.72212, -5.37162, -2.54687], [-0.83664, 0.20759, -1.80780], [0.79571, -0.39336, -1.57294], [2.64516, 0.43665, -2.98552], [3.41101, 2.06831, -4.65092], [1.76449, 3.42543, -5.91826], [-0.64160, 3.13001, -5.49048], [-1.43360, 1.50177, -3.82556], [-1.51418, -2.09030, 1.78435], [-0.40741, -1.92045, 2.83199], [-0.44632, -0.62676, 3.64033], [0.19394, 0.61744, 3.02644], [1.61284, 0.72973, 3.53371], [2.28170, 2.03987, 3.15503], [1.45530, 3.24732, 3.58866], [0.01135, 3.13602, 3.10765], [-0.60236, 1.80908, 3.51247], [0.17712, 0.57648, 1.54095], [-1.31796, -1.55597, 0.85638], [-1.61333, -3.14089, 1.51707], [-2.47729, -1.75628, 2.17324], [0.57732, -2.08712, 2.38984], [-0.53702, -2.71819, 3.56550], [0.07744, -0.78200, 4.58137], [-1.47582, -0.36963, 3.88414], [1.55864, 0.64650, 4.61866], [2.15643, -0.12908, 3.14082], [3.25754, 2.07130, 3.64036], [2.48572, 2.07829, 2.08269], [1.90628, 4.16196, 3.20656], [1.46881, 3.32422, 4.68013], [-0.04294, 3.27626, 2.02637], [-0.58785, 3.93589, 3.54319], [-1.60755, 1.69742, 3.10887], [-0.64352, 1.72323, 4.59898], [-0.85694, 0.56586, 1.21060], [0.71404, -0.30372, 1.20322], [0.67060, 1.45402, 1.14032]]}